1.
{"formula": "C19H22N4O2", "method": "the ωB97M-V functional and the def2-TZVPD basis", "species": ["C", "O", "C", "C", "N", "C", "C", "O", "C", "C", "C", "C", "C", "C", "C", "N", "C", "N", "C", "C", "C", "C", "C", "C", "N", "H", "H", "H", "H", "H", "H", "H", "H", "H", "H", "H", "H", "H", "H", "H", "H", "H", "H", "H", "H", "H", "H"], "positions_angstrom": [[-5.04432, -0.08178, -0.33739], [-3.88662, -0.66163, 0.20488], [-3.18480, 0.20334, 1.06825], [-1.97553, -0.54241, 1.65296], [-0.82775, -0.72811, 0.79522], [-1.04787, -1.43268, -0.45933], [-1.22143, -0.49248, -1.65568], [0.01110, 0.14812, -1.89374], [-0.03202, 1.09598, -2.92635], [0.18163, 0.22015, 0.79438], [0.00142, 1.55992, 1.05742], [1.02455, 2.50303, 0.85924], [0.73757, 3.94860, 1.11712], [2.24650, 2.08187, 0.36718], [3.27192, 2.98947, 0.04317], [4.07807, 3.76278, -0.22090], [2.48386, 0.69343, 0.20708], [3.59318, 0.09339, -0.12777], [3.34499, -1.24072, -0.00592], [4.20899, -2.31703, -0.18977], [3.73804, -3.57814, 0.10035], [2.44667, -3.77968, 0.59257], [1.56769, -2.72987, 0.77023], [2.01053, -1.45977, 0.42618], [1.44758, -0.20510, 0.52079], [-5.75094, 0.20612, 0.45065], [-4.80474, 0.80729, -0.93456], [-5.49943, -0.83505, -0.97649], [-3.84138, 0.51476, 1.89661], [-2.87383, 1.10847, 0.52570], [-2.33106, -1.53815, 1.93956], [-1.63917, -0.02483, 2.55323], [-0.19342, -2.07680, -0.68149], [-1.94428, -2.04011, -0.34427], [-1.52408, -1.08125, -2.53506], [-2.00329, 0.25496, -1.46302], [-0.74692, 1.89793, -2.70007], [0.96952, 1.51411, -3.00359], [-0.31233, 0.63329, -3.88029], [-0.97263, 1.92044, 1.34422], [1.60315, 4.56436, 0.88823], [-0.10200, 4.28323, 0.50809], [0.46776, 4.09437, 2.16301], [5.21717, -2.14726, -0.53066], [4.38582, -4.43270, -0.02947], [2.13147, -4.77960, 0.85145], [0.59068, -2.89428, 1.19807]], "atomic_forces_ev_per_a": [[-0.1, 0.1, -0.1], [0.3, -0.2, 0.1], [0.1, 0.0, 0.2], [-0.4, 0.2, 0.0], [0.4, 0.1, 0.2], [0.1, 0.1, -0.7], [-0.1, -0.2, 0.1], [0.0, -0.3, 0.1], [0.0, 0.1, -0.1], [-0.4, 0.5, 0.4], [-0.2, -0.4, 0.1], [0.6, -0.1, -0.2], [0.1, 0.0, 0.0], [-1.0, -0.2, 0.3], [0.4, 0.4, -0.1], [0.2, 0.2, -0.1], [0.1, -0.4, -0.1], [0.2, 0.6, -0.1], [-0.8, -0.2, 0.2], [-0.1, 0.0, 0.0], [0.1, 0.0, 0.0], [-0.1, -0.1, 0.0], [-0.1, -0.1, 0.1], [0.7, -0.7, -0.2], [0.3, 0.5, -0.1], [0.0, 0.0, 0.0], [0.0, 0.0, 0.0], [-0.1, 0.1, 0.0], [0.1, 0.0, -0.1], [0.0, 0.0, 0.1], [0.0, 0.1, 0.1], [-0.1, -0.1, 0.0], [-0.2, 0.0, 0.0], [0.1, 0.0, 0.0], [0.0, 0.0, 0.1], [0.0, 0.0, 0.0], [0.0, 0.0, 0.0], [0.0, 0.1, -0.1], [0.0, 0.0, 0.0], [-0.1, 0.0, -0.1], [0.0, 0.1, 0.0], [0.0, 0.0, 0.0], [0.0, 0.0, 0.0], [0.1, 0.0, 0.0], [0.1, -0.1, 0.0], [0.0, -0.1, 0.0], [-0.1, 0.0, 0.0]], "e_above_lowest_kj_mol": 248.97, "e_lumo_ev": 0.21, "total_energy_ha": -1106.688052, "e_homo_ev": -7.57, "homo_lumo_gap_ev": 7.78, "charge": 0}

***

2.
{"formula": "C19H22N4O4S", "method": "the ωB97M-V functional and the def2-TZVPD basis", "species": ["C", "C", "C", "C", "C", "N", "C", "O", "C", "C", "C", "C", "N", "S", "O", "O", "C", "C", "C", "C", "N", "C", "O", "N", "C", "C", "C", "C", "H", "H", "H", "H", "H", "H", "H", "H", "H", "H", "H", "H", "H", "H", "H", "H", "H", "H", "H", "H", "H", "H"], "positions_angstrom": [[-7.73679, -1.51358, -1.54113], [-6.32553, -0.94707, -1.63479], [-5.80350, -0.50131, -0.27076], [-4.39098, 0.06983, -0.35642], [-3.88014, 0.50978, 1.01622], [-2.53763, 1.03595, 0.94441], [-1.47876, 0.43156, 1.53159], [-1.58266, -0.56657, 2.21890], [-0.16579, 1.10096, 1.29262], [0.77994, 1.07205, 2.31296], [2.02230, 1.64623, 2.14028], [2.34919, 2.25297, 0.92934], [3.60188, 2.82549, 0.72884], [4.47485, 2.49914, -0.67846], [5.80903, 2.92238, -0.38334], [3.79258, 3.06217, -1.79979], [4.39406, 0.71548, -0.74292], [3.40708, 0.10375, -1.49418], [3.25921, -1.27641, -1.47316], [4.13151, -1.99849, -0.68064], [4.25645, -3.34477, -0.44495], [5.30519, -3.59505, 0.42303], [5.67842, -4.66429, 0.82543], [5.83321, -2.35317, 0.72706], [5.14347, -1.36152, 0.07217], [5.28049, 0.01117, 0.05645], [1.40892, 2.28000, -0.09805], [0.16547, 1.70872, 0.08475], [-8.08960, -1.82666, -2.52086], [-8.42348, -0.76491, -1.15213], [-7.75839, -2.37465, -0.87694], [-5.65642, -1.70623, -2.04572], [-6.32091, -0.09594, -2.31983], [-5.80524, -1.35316, 0.41226], [-6.47483, 0.25538, 0.14221], [-3.71386, -0.68541, -0.76088], [-4.38469, 0.92567, -1.03715], [-4.54842, 1.26884, 1.43787], [-3.84065, -0.34379, 1.69666], [-2.39420, 1.87641, 0.40861], [0.52305, 0.58406, 3.24077], [2.74796, 1.62654, 2.94082], [4.20895, 2.81967, 1.53465], [2.76950, 0.72051, -2.10439], [2.49269, -1.76448, -2.05243], [3.67726, -4.07153, -0.82974], [6.62298, -2.22496, 1.33632], [6.04312, 0.53588, 0.60763], [1.67242, 2.75601, -1.02823], [-0.53875, 1.71734, -0.73496]], "atomic_forces_ev_per_a": [[0.2, 0.1, -0.1], [-0.2, 0.0, 0.3], [0.3, 0.1, -0.4], [-0.2, 0.0, 0.4], [-0.1, -0.2, -0.2], [-0.1, 0.2, -0.2], [0.0, 0.2, -0.1], [0.1, -0.2, 0.2], [0.3, 0.0, 0.0], [-0.2, 0.0, -0.1], [0.1, 0.1, -0.1], [-0.8, -0.3, -0.1], [0.8, 0.3, -0.6], [0.0, -0.2, 0.5], [0.1, -0.2, 0.2], [-0.2, -0.2, 0.0], [0.0, 0.7, -0.2], [0.0, 0.1, -0.1], [0.2, -0.1, 0.2], [0.1, 0.6, 0.0], [-0.2, 0.0, -0.1], [0.1, -0.2, 0.1], [0.1, -0.4, 0.1], [0.2, 0.0, 0.1], [-0.5, 0.5, -0.4], [0.1, -0.4, 0.1], [0.0, 0.1, 0.1], [0.0, -0.1, 0.2], [-0.1, -0.1, -0.1], [-0.1, 0.0, 0.0], [-0.1, -0.1, 0.1], [0.1, 0.0, -0.1], [0.1, 0.0, -0.1], [-0.1, 0.0, 0.1], [-0.1, 0.0, 0.1], [0.1, 0.0, 0.0], [0.0, 0.0, -0.1], [0.0, -0.1, 0.0], [-0.1, 0.1, 0.0], [0.1, 0.0, 0.1], [0.0, -0.1, 0.1], [0.1, 0.0, 0.1], [0.2, 0.0, 0.0], [-0.1, 0.0, -0.1], [-0.1, 0.0, -0.1], [0.1, 0.0, 0.1], [-0.1, -0.2, 0.0], [0.2, 0.0, 0.1], [-0.1, 0.1, -0.1], [-0.1, 0.0, -0.1]], "e_above_lowest_kj_mol": 40.80, "e_lumo_ev": 0.39, "total_energy_ha": -1655.468095, "e_homo_ev": -8.78, "homo_lumo_gap_ev": 9.17, "charge": 0}

***

3.
{"formula": "C19H22NO8Pt", "method": "the ωB97M-V functional and the def2-TZVPD basis", "species": ["Pt", "O", "C", "O", "C", "C", "C", "C", "C", "O", "C", "C", "O", "O", "H", "H", "H", "H", "H", "H", "H", "H", "N", "C", "C", "C", "O", "O", "H", "H", "H", "H", "H", "H", "C", "C", "O", "C", "C", "C", "C", "C", "C", "H", "H", "H", "H", "H", "H", "H", "H"], "positions_angstrom": [[-0.57135, -0.35485, -1.09444], [-1.09874, 3.67590, -0.93117], [-0.59647, 2.60913, -1.13067], [-1.09244, 1.49466, -0.57653], [0.70838, 2.46215, -1.92268], [1.71449, 1.65456, -1.10274], [3.12518, 1.75038, -1.65956], [3.02777, 0.91374, -2.96082], [1.58103, 0.44890, -2.94061], [1.36527, 0.26213, -1.48191], [0.62319, 1.60674, -3.23582], [-0.79752, 1.15092, -3.50539], [-1.56874, 1.75017, -4.19096], [-1.14100, -0.02182, -2.93180], [1.06194, 3.46990, -2.12154], [1.61316, 1.76874, -0.02974], [3.84014, 1.31363, -0.96480], [3.40514, 2.78800, -1.82940], [3.70504, 0.06360, -2.94054], [3.23382, 1.49396, -3.85785], [1.36284, -0.49072, -3.43839], [0.94385, 2.17741, -4.10426], [-2.50820, -0.82312, -0.87801], [-2.83830, -2.21789, -1.28146], [-1.95500, -3.21049, -0.55067], [-0.55710, -3.31632, -1.14706], [0.00178, -4.36913, -1.27056], [0.02733, -2.18378, -1.54334], [-2.77871, -0.62863, 0.08485], [-2.99204, -0.16176, -1.48877], [-2.68067, -2.26719, -2.35858], [-3.89692, -2.38547, -1.08278], [-2.39667, -4.20340, -0.58278], [-1.86100, -2.93446, 0.50427], [1.82019, -0.61188, 1.61486], [0.35190, -0.53631, 1.86395], [-0.46431, -0.77159, 0.94411], [-0.16653, -0.27176, 3.19835], [-1.52785, 0.00786, 3.36959], [-2.02844, 0.28007, 4.62571], [-1.17575, 0.27200, 5.72445], [0.17719, 0.00039, 5.56761], [0.68443, -0.26513, 4.30983], [2.02236, -0.90168, 0.58807], [2.24926, -1.36660, 2.27598], [2.30180, 0.33464, 1.86343], [-2.17995, 0.03279, 2.50873], [-3.07766, 0.50599, 4.75509], [-1.56895, 0.48531, 6.70955], [0.83387, -0.00337, 6.42621], [1.73897, -0.47631, 4.20100]], "atomic_forces_ev_per_a": [[-0.1, 0.1, 0.1], [0.0, 0.0, 0.0], [0.1, 0.0, 0.0], [-0.2, 0.0, -0.1], [0.0, -0.1, 0.1], [0.0, 0.0, 0.0], [0.0, 0.0, 0.0], [0.0, 0.0, 0.0], [0.0, 0.0, -0.1], [0.1, -0.1, 0.1], [0.0, 0.0, 0.0], [0.0, 0.0, 0.0], [0.1, -0.1, -0.1], [-0.1, -0.2, 0.1], [0.0, 0.0, 0.0], [0.0, -0.1, 0.1], [0.0, 0.0, 0.0], [0.0, 0.0, 0.0], [0.0, 0.0, 0.0], [0.0, 0.0, 0.0], [0.0, 0.0, 0.0], [0.0, 0.1, 0.0], [0.0, 0.0, -0.1], [0.0, 0.0, 0.0], [0.0, 0.0, 0.0], [0.0, 0.0, 0.0], [0.0, 0.0, 0.0], [0.1, 0.1, -0.2], [0.0, 0.0, 0.0], [0.0, 0.1, 0.1], [0.0, 0.0, 0.0], [0.0, 0.0, 0.1], [0.0, 0.0, 0.0], [0.0, 0.0, 0.0], [0.0, 0.0, -0.1], [0.2, -0.4, 0.0], [-0.1, 0.5, 0.0], [0.0, 0.0, 0.0], [0.0, 0.0, 0.0], [0.0, 0.0, 0.0], [0.0, 0.0, 0.0], [0.0, 0.0, 0.0], [0.0, 0.0, 0.0], [0.0, 0.0, 0.0], [0.0, 0.0, 0.0], [0.0, 0.0, 0.0], [0.0, 0.0, 0.0], [0.0, 0.0, 0.0], [0.0, 0.0, 0.0], [0.0, 0.0, 0.0], [0.0, 0.0, 0.0]], "e_above_lowest_kj_mol": 0.00, "e_lumo_ev": -4.59, "total_energy_ha": -1512.994313, "e_homo_ev": -12.83, "homo_lumo_gap_ev": 8.24, "charge": 1}

***

4.
{"formula": "C19H23AsNOZr", "method": "the ωB97M-V functional and the def2-TZVPD basis", "species": ["C", "Zr", "N", "H", "H", "H", "H", "H", "H", "H", "H", "O", "As", "C", "C", "C", "C", "C", "C", "C", "C", "C", "C", "C", "C", "C", "C", "C", "C", "C", "C", "H", "H", "H", "H", "H", "H", "H", "H", "H", "H", "H", "H", "H", "H", "H"], "positions_angstrom": [[-0.74565, 1.13849, -4.56048], [-0.57931, -0.23079, -2.57058], [0.72566, -1.75503, -3.84935], [-1.28209, 1.17578, -1.88701], [-0.05669, 1.40616, -3.68261], [-1.41233, 1.99082, -4.65424], [-1.40988, 0.23469, -4.41056], [-0.15890, 0.95385, -5.46170], [0.55957, -2.72731, -3.57563], [1.72896, -1.56649, -3.71309], [0.53538, -1.67630, -4.85607], [0.89132, 0.32509, -1.42070], [0.29644, 0.08937, 0.30389], [1.48440, -1.20830, 1.05813], [0.94207, -2.31508, 1.73188], [1.79383, -3.17783, 2.43409], [3.17594, -2.95239, 2.45125], [3.70682, -1.87256, 1.73426], [2.87019, -1.00683, 1.01312], [0.49822, 1.88228, 0.91186], [-0.60941, 2.57804, 1.41674], [-0.41913, 3.84752, 1.97217], [0.85432, 4.43521, 1.99034], [1.93470, 3.75326, 1.41312], [1.76024, 2.48464, 0.84688], [-1.53133, -0.61259, 0.43873], [-2.27515, -1.15099, -0.62726], [-3.65783, -1.38667, -0.43560], [-4.22461, -1.33057, 0.83396], [-3.43313, -0.92918, 1.92945], [-2.10192, -0.52212, 1.72423], [-0.13457, -2.49090, 1.72071], [1.37446, -4.02661, 2.97505], [3.83881, -3.62116, 3.01335], [4.78350, -1.69137, 1.73430], [3.28325, -0.18141, 0.43009], [-1.60190, 2.12557, 1.39075], [-1.26762, 4.38161, 2.39958], [1.00467, 5.42253, 2.44009], [2.92959, 4.20421, 1.40195], [2.59588, 1.96587, 0.37290], [-1.80118, -1.63591, -1.56436], [-4.24782, -1.65051, -1.31148], [-5.26805, -1.60506, 0.99094], [-3.85075, -0.91338, 2.94288], [-1.49900, -0.15766, 2.56408]], "atomic_forces_ev_per_a": [[0.4, -0.4, -0.1], [-0.8, -1.8, 0.7], [0.7, -0.7, -0.7], [-1.6, 1.8, 0.7], [-0.8, 0.1, -0.9], [0.1, 0.0, -0.1], [0.2, 0.9, -0.7], [-0.2, 0.1, -0.1], [0.2, 0.5, -0.3], [-0.5, -0.2, -0.2], [0.2, -0.2, 0.3], [0.2, -1.2, 3.0], [0.6, 0.1, -2.3], [0.2, -0.2, 0.4], [0.3, 0.1, 0.2], [0.1, 0.1, -0.2], [-0.3, 0.2, -0.2], [-0.1, 0.1, -0.3], [0.0, -0.3, 0.4], [-0.4, 0.4, 0.4], [0.3, 0.0, 0.2], [0.2, 0.1, -0.1], [-0.1, -0.5, -0.2], [-0.1, -0.1, -0.2], [-0.1, 0.1, 0.4], [-0.2, -0.3, 1.0], [0.0, 1.4, 0.1], [1.0, -0.2, -0.3], [0.6, 0.4, 0.6], [0.0, 0.0, -0.3], [0.0, -0.2, -0.4], [0.3, 0.0, 0.1], [0.1, 0.2, -0.2], [-0.3, 0.3, -0.3], [-0.3, -0.1, 0.0], [0.0, -0.3, 0.3], [0.3, 0.2, 0.1], [0.2, -0.1, -0.2], [-0.1, -0.4, -0.2], [-0.4, -0.1, 0.0], [-0.2, 0.2, 0.2], [0.1, -0.1, -0.2], [0.0, -0.2, 0.3], [0.3, 0.1, -0.1], [0.2, 0.0, -0.5], [-0.3, -0.1, -0.2]], "e_above_lowest_kj_mol": 0.00, "e_lumo_ev": [-2.87, -2.87], "total_energy_ha": -3150.218557, "e_homo_ev": [-7.84, -7.85], "homo_lumo_gap_ev": [4.96, 4.98], "charge": 1}

***

5.
{"formula": "C19H23Br3FNO9S", "method": "the ωB97M-V functional and the def2-TZVPD basis", "species": ["C", "C", "Br", "C", "Br", "C", "C", "O", "C", "S", "O", "O", "F", "C", "Br", "C", "C", "C", "O", "N", "C", "O", "H", "H", "H", "H", "H", "H", "H", "C", "C", "O", "C", "C", "O", "H", "H", "H", "H", "H", "H", "H", "H", "C", "C", "O", "C", "C", "O", "H", "H", "H", "H", "H", "H", "H", "H"], "positions_angstrom": [[2.94299, 2.69802, 2.50088], [1.79645, 3.32920, 1.71714], [0.73576, 4.45245, 2.94359], [0.81037, 2.38039, 1.03485], [0.02790, 1.08199, 2.26670], [1.36880, 1.74041, -0.21942], [2.22347, 0.61474, -0.23913], [2.60651, 0.13424, 0.95378], [2.67151, 0.04187, -1.46094], [3.71832, -1.36729, -1.30687], [4.11294, -1.94887, -2.53118], [4.71281, -1.08005, -0.33690], [2.70970, -2.35431, -0.62888], [2.24855, 0.59996, -2.67922], [2.73490, -0.11061, -4.36125], [1.46084, 1.74335, -2.65745], [1.04696, 2.28250, -1.45143], [0.20513, 3.49066, -1.78436], [-0.54171, 4.09380, -1.09096], [0.39408, 3.78119, -3.17206], [0.90304, 2.57250, -3.77825], [0.81711, 2.30952, -4.92223], [3.88121, 2.76521, 1.95678], [3.08725, 3.24039, 3.42621], [2.74930, 1.66938, 2.76517], [2.17406, 4.03924, 0.99251], [-0.03227, 2.97960, 0.72490], [2.62837, -0.82863, 0.98654], [1.12211, 4.48607, -3.28131], [0.53201, -4.92248, -1.06672], [1.31772, -5.58339, 0.04706], [0.46919, -6.05735, 1.09314], [-0.12301, -7.27040, 1.06921], [-0.12359, -8.06811, -0.21531], [-0.68609, -7.65573, 2.05395], [-0.14034, -5.62607, -1.55768], [1.20748, -4.51222, -1.81805], [-0.08070, -4.11420, -0.66651], [1.96218, -6.38185, -0.32287], [1.96979, -4.85243, 0.52257], [-1.02389, -7.82469, -0.77777], [-0.14843, -9.12291, 0.04453], [0.74841, -7.90424, -0.84378], [-4.46933, 4.24528, 0.00563], [-3.58320, 3.03125, 0.18841], [-3.10223, 2.91525, 1.52985], [-3.80231, 2.29942, 2.50365], [-5.25622, 1.95601, 2.26302], [-3.27720, 2.09586, 3.56136], [-5.37195, 4.18076, 0.61383], [-4.76540, 4.34622, -1.03880], [-3.93473, 5.14610, 0.30631], [-4.07577, 2.10969, -0.12714], [-2.69246, 3.13832, -0.42208], [-5.87224, 2.78817, 2.60076], [-5.49686, 1.07920, 2.85829], [-5.49730, 1.72759, 1.22793]], "atomic_forces_ev_per_a": [[0.1, 0.3, 0.1], [-0.2, -0.2, 0.8], [0.0, 0.1, -0.2], [0.2, -0.1, -0.1], [0.0, 0.1, -0.2], [0.1, -0.1, 0.1], [-0.1, 0.0, 0.0], [-0.3, 0.1, -0.1], [-0.8, 0.4, 0.1], [1.6, 0.5, -0.4], [-0.5, -0.2, -0.1], [-0.3, 0.0, 0.3], [-0.4, -0.3, 0.2], [0.2, -0.3, -0.4], [-0.1, 0.2, 0.2], [0.2, -0.5, 0.0], [-0.1, -0.1, 0.1], [0.6, -0.3, -0.5], [-0.4, 0.6, 0.8], [0.3, -0.4, -0.1], [0.2, 0.0, 1.3], [0.1, 0.0, -1.3], [0.1, -0.2, -0.2], [0.1, 0.1, 0.1], [-0.1, -0.2, 0.0], [0.0, 0.1, -0.3], [-0.2, 0.0, 0.0], [0.2, -0.1, 0.0], [-0.6, 0.5, -0.2], [-0.1, 0.0, 0.0], [0.0, 0.1, -0.2], [0.1, 0.1, 0.2], [-0.1, -0.1, -0.2], [0.3, -0.2, 0.0], [0.0, 0.0, 0.0], [0.1, 0.0, 0.0], [0.0, 0.0, 0.0], [0.0, 0.0, 0.0], [0.0, 0.0, 0.0], [0.0, 0.0, 0.1], [0.0, 0.0, 0.0], [-0.1, 0.0, 0.1], [-0.1, 0.1, -0.1], [-0.1, 0.0, 0.1], [-0.2, 0.1, -0.1], [0.2, -0.1, 0.0], [-0.3, 0.1, 0.1], [0.1, -0.3, -0.2], [0.1, 0.0, 0.0], [0.0, 0.0, 0.0], [0.0, 0.0, 0.0], [0.0, 0.0, 0.0], [0.0, 0.0, 0.1], [0.1, 0.0, 0.0], [0.0, 0.0, 0.0], [0.0, 0.1, 0.1], [0.0, 0.1, 0.0]], "e_lumo_ev": -1.56, "total_energy_ha": -9689.809320, "e_homo_ev": -9.87, "homo_lumo_gap_ev": 8.30, "charge": 0}